a) A gas-phase ion, C5H13N2 (charge +1), computed with the ωB97M-V functional and the def2-TZVPD basis.

Element x y z (Å)
C 1.6095 -2.2994 1.0398
C 0.3176 -1.4843 1.2844
C 0.6053 0.0032 1.0003
C -0.3066 0.6302 0.0032
C 0.1134 1.1925 -1.1654
N -0.6959 1.4127 -2.3504
N -1.6049 0.7301 0.4131
H 1.5159 -3.3347 1.3675
H 2.3736 -1.8857 1.7027
H 2.0311 -2.2008 0.0424
H -0.4978 -1.8938 0.6814
H 0.0926 -1.6195 2.3465
H 1.6050 0.0978 0.5702
H 0.5273 0.5390 1.9475
H 1.1882 1.1471 -1.2545
H -0.6132 0.5574 -2.9055
H -1.6975 1.5749 -2.2426
H -0.3615 2.2363 -2.8516
H -2.2683 1.4215 0.1436
H -1.8309 0.2554 1.2793

- E_HOMO: -12.91 eV
- Net charge: +1
- E_LUMO: -0.1360 Ha
- Gap between HOMO and LUMO: 9.208 eV
- 2S+1: 1
- SMILES string: CCC/C(N)=C/[NH3+]

b) A molecular structure, C5H13N2, computed with the ωB97M-V functional and the def2-TZVPD basis.

Element x y z (Å)
C 1.1507 -2.2731 0.6421
C 0.2819 -1.0261 0.7173
C -0.5587 -0.9501 -0.6167
C -1.2872 0.3609 -0.9846
C -0.4335 2.5942 -0.6674
N -0.6774 1.4160 -0.2206
N 1.1170 0.1895 0.9793
H 1.5365 -2.5143 1.6286
H 0.5496 -3.1152 0.2976
H 2.0021 -2.1658 -0.0259
H -0.4311 -1.1738 1.5149
H -1.2375 -1.7749 -0.5152
H 0.1981 -1.1500 -1.3777
H -2.3475 0.4304 -0.7252
H -1.1941 0.4570 -2.0721
H -0.1346 3.3710 0.0318
H -0.4358 2.8828 -1.7199
H 0.3299 1.1331 0.4067
H 1.0859 0.4376 1.9719
H 2.1064 0.1846 0.7458

- E_HOMO: -14.62 eV
- Net charge: +1
- E_LUMO: -0.1546 Ha
- Gap between HOMO and LUMO: 10.410 eV
- 2S+1: 1

Of them, b) has the lowest stability.

a) A gas-phase ion, C5H13N2 (charge +1), computed with the ωB97M-V functional and the def2-TZVPD basis.

Element x y z (Å)
C -1.7057 -1.4426 -0.9282
C -1.3210 -0.5500 0.2945
C -0.7694 0.8210 -0.1909
C 0.4745 0.7114 -1.0836
N 1.7476 0.8316 -0.3489
C 2.0155 0.1822 0.8369
N 1.4001 0.3027 1.9903
H -1.6980 -0.9062 -1.8635
H -1.0513 -2.3039 -1.0995
H -2.7190 -1.7928 -0.7229
H -2.1967 -0.3523 0.9212
H -0.6050 -1.0311 0.9769
H -0.7213 1.5806 0.6255
H -1.5462 1.1619 -0.9078
H 0.4720 -0.2451 -1.6300
H 0.5547 1.4437 -1.8633
H 2.6360 1.2302 -0.6582
H 3.0331 -0.2129 0.9014
H 0.6207 0.9641 2.0106
H 1.3793 -0.3926 2.7394

- E_HOMO: -14.69 eV
- Net charge: +1
- E_LUMO: -0.1711 Ha
- Gap between HOMO and LUMO: 10.037 eV
- 2S+1: 1
- SMILES string: CCCCNC=[NH2+]

b) 2 unconnected molecules or ions with the total composition C5H13N2, computed with the ωB97M-V functional and the def2-TZVPD basis.

Element x y z (Å)
C -2.7469 -0.9250 0.8872
C -2.3110 -0.0348 0.0060
C 0.8144 1.6801 0.7048
C 1.5354 0.3307 -1.3823
C 1.8345 -0.6740 -0.3477
N 0.7091 0.4714 -0.1060
N 1.1663 -1.8638 -0.5729
H -2.8728 -2.0232 0.7121
H -3.1354 -0.7647 1.8923
H -2.1454 -0.4876 -0.9264
H -0.1364 2.2219 0.5335
H 0.8276 1.4282 1.7260
H 1.7131 2.3560 0.4340
H 2.2147 1.1218 -1.5687
H 1.0000 0.0996 -2.2562
H -2.0806 0.9799 0.0104
H 2.5508 -0.5678 0.4777
H -0.2809 0.1426 0.0016
H 0.3208 -1.7852 -1.1071
H 1.4478 -2.6783 -0.0362

- E_HOMO: -13.92 eV
- Net charge: +1
- E_LUMO: -0.0942 Ha
- Gap between HOMO and LUMO: 11.359 eV
- 2S+1: 1

Of them, b) has the lowest stability.

a) A gas-phase ion, C5H13N2 (charge +1), computed with the ωB97M-V functional and the def2-TZVPD basis.

Element x y z (Å)
C -3.0852 -0.6368 0.2449
C -1.6625 -0.0660 -0.4721
C -0.4651 0.1756 0.6173
C 0.8829 -0.0870 0.1267
C 1.3644 0.4340 -1.0811
N 2.5796 0.7723 -1.5128
N 1.8797 -0.1825 1.2190
H -2.7904 -1.3809 1.0858
H -3.8594 0.0542 0.4971
H -3.4257 -1.2511 -0.6425
H -1.8580 0.7720 -1.0216
H -1.1961 -0.8814 -0.9710
H -0.5329 1.1020 1.1475
H -0.7488 -0.4493 1.4562
H 0.5148 0.7716 -1.7172
H 2.6006 1.1782 -2.3985
H 3.3554 0.3094 -1.1041
H 1.3173 -0.4381 2.1345
H 2.4576 0.6270 1.3038
H 2.6720 -0.8233 1.0883

- E_HOMO: -12.58 eV
- Net charge: +1
- E_LUMO: -0.1363 Ha
- Gap between HOMO and LUMO: 8.867 eV
- 2S+1: 1
- SMILES string: CCC/C([NH3+])=C/N

b) 2 unconnected molecules or ions with the total composition C5H13N2, computed with the ωB97M-V functional and the def2-TZVPD basis.

Element x y z (Å)
C 1.5503 0.6904 2.1661
C 1.0364 1.1375 1.0142
N 1.0615 0.2683 -0.1629
N 1.6742 1.4176 3.3172
H 1.9096 -0.3305 2.2561
H 0.4758 2.0482 0.8809
H 1.4607 0.7179 -0.9859
H 1.5909 -0.5880 -0.0194
H 0.0891 -0.0142 -0.4046
H 1.1481 2.2736 3.3552
H 1.6345 0.8858 4.1789
C -1.0675 -1.4017 -2.6441
C -1.6731 -0.3613 -1.7336
C -2.0087 -0.6844 -0.4778
H 0.0221 -1.3255 -2.7337
H -1.3048 -2.4056 -2.3051
H -1.4183 -1.2739 -3.6683
H -1.8981 0.6248 -2.1223
H -2.4307 0.0226 0.2247
H -1.8521 -1.7015 -0.1355

- E_HOMO: -13.04 eV
- Net charge: +1
- E_LUMO: -0.1141 Ha
- Gap between HOMO and LUMO: 9.938 eV
- 2S+1: 1

c) A gas-phase ion, C5H13N2 (charge +1), computed with the ωB97M-V functional and the def2-TZVPD basis.

Element x y z (Å)
C -1.8333 -0.6853 1.0810
C -0.5926 -1.0369 0.8072
C 1.8052 -0.4315 -0.0105
C -0.1347 1.0312 -0.7201
C 0.3394 -0.4006 -0.4173
N 0.1610 -1.1466 -1.6329
N -0.1617 1.8422 0.5236
H -2.3888 -1.1873 1.8573
H -2.3895 0.0556 0.5259
H -0.0891 -1.8240 1.3440
H 2.4180 -0.1116 -0.8504
H 2.0180 0.1966 0.8520
H 2.0986 -1.4450 0.2454
H 0.5385 1.4788 -1.4516
H -1.1340 1.0015 -1.1535
H -0.8125 -1.3240 -1.8456
H 0.6573 -2.0269 -1.6222
H -0.7263 1.2996 1.2079
H -0.5676 2.7719 0.3733
H 0.7940 1.9424 0.8864

- E_HOMO: -13.25 eV
- Net charge: +1
- E_LUMO: -0.1264 Ha
- Gap between HOMO and LUMO: 9.813 eV
- 2S+1: 1
- SMILES string: C=C[C@@](C)(N)C[NH3+]

d) A gas-phase ion, C5H13N2 (charge +1), computed with the ωB97M-V functional and the def2-TZVPD basis.

Element x y z (Å)
C -1.4302 -1.3286 -1.6608
C -1.1540 -0.8439 -0.2351
C -0.8627 0.6523 -0.1519
C 0.4641 1.0193 -0.7388
N 1.6181 0.3372 0.0445
C 1.8376 0.3351 1.3265
N 0.9579 0.2947 2.3267
H -0.7166 -0.9560 -2.3862
H -1.5818 -2.4000 -1.6934
H -2.3735 -0.8571 -1.9482
H -2.0770 -1.0279 0.3177
H -0.3932 -1.3803 0.3341
H -1.0420 0.9824 0.8695
H -1.6173 1.2153 -0.7069
H 0.6695 0.5233 -1.6849
H 0.7884 2.0481 -0.7478
H 2.4970 0.3935 -0.4599
H 2.7924 -0.1162 1.5775
H 0.3130 1.0768 2.3818
H 1.3102 0.0320 3.2357

- E_HOMO: -15.05 eV
- Net charge: +1
- E_LUMO: -0.1491 Ha
- Gap between HOMO and LUMO: 10.995 eV
- 2S+1: 1
- SMILES string: CCCCNC=[NH2+]

Of them, a) has the lowest stability.